[1]
Entry from OMol25: a 14-piece molecular cluster, C4H35N2O14S overall in a non-equilibrium geometry (ωB97M-V with the def2-TZVPD basis set).

Last column: Löwdin charge in e.
Cartesian coordinates (Å):
C (-1.12, 0.49, 0.27)  -0.125
N (0.18, 0.28, -0.22)  0.032
C (1.23, 1.07, -0.79)  -0.274
O (1.12, 2.20, -1.12)  -0.013
C (-2.12, -0.86, 0.12)  -0.474
C (-2.63, -0.91, 1.54)  -0.731
S (-3.36, -2.51, 2.05)  0.261
N (-3.17, -0.79, -0.83)  -0.040
H (-1.04, 0.64, 1.39)  0.091
H (-1.54, 1.32, -0.29)  0.102
H (0.45, -0.68, -0.10)  0.043
H (2.18, 0.52, -0.84)  0.111
H (-1.61, -1.80, -0.25)  0.096
H (-3.49, -0.14, 1.57)  0.074
H (-1.71, -0.60, 2.25)  0.078
H (-4.12, -1.18, -0.43)  0.104
H (-3.24, 0.07, -1.50)  0.117
H (1.78, -0.62, -3.46)  0.018
H (1.61, -1.93, -2.79)  0.082
O (1.07, -1.26, -3.33)  -0.072
H (-0.17, -3.90, 2.79)  0.024
H (0.67, -2.48, 3.07)  0.010
O (0.59, -3.44, 3.19)  -0.074
H (-1.77, 4.97, 1.03)  0.065
H (-1.83, 4.55, -0.58)  -0.037
O (-2.16, 4.49, 0.26)  -0.037
H (-1.15, -1.96, -3.64)  -0.027
H (-2.56, -1.96, -2.91)  0.013
O (-1.96, -2.42, -3.53)  -0.071
H (2.47, -1.99, 2.88)  0.005
H (1.82, -1.18, 1.47)  0.097
O (2.56, -1.44, 2.14)  -0.068
H (-0.38, -2.87, 0.24)  0.009
H (0.29, -2.61, -1.15)  0.053
O (0.36, -2.44, -0.20)  -0.070
H (4.16, -0.67, 1.59)  0.014
H (4.90, -0.82, 0.26)  0.039
O (4.34, -0.21, 0.77)  -0.077
H (-1.69, -5.07, 0.11)  0.054
H (-1.91, -4.17, 1.25)  -0.129
O (-1.21, -4.65, 0.84)  -0.108
H (-0.32, 2.63, -1.91)  -0.014
H (-0.69, 3.01, -3.38)  0.039
O (-0.97, 3.11, -2.46)  -0.078
H (0.77, 2.37, 1.61)  0.074
H (1.39, 2.13, 3.03)  -0.012
O (1.33, 1.75, 2.20)  -0.042
H (-1.43, 3.31, 2.03)  -0.021
H (-2.35, 3.47, 3.14)  0.083
O (-1.36, 3.50, 2.96)  -0.079
H (4.15, 0.17, -2.51)  -0.001
H (3.81, -0.43, -1.16)  0.006
O (4.17, -0.63, -2.06)  -0.037
H (2.28, 3.63, -1.19)  -0.072
H (1.35, 4.46, -2.00)  -0.015
O (2.04, 4.45, -1.40)  0.006

Results
HOMO: -3.81 eV
total charge: -1
lowest unoccupied orbital energy: 2.07 eV

=====

[2]
Entry from OMol25: a 14-piece molecular cluster, C4H35NO14 overall in a non-equilibrium geometry (ωB97M-V with the def2-TZVPD basis set).

Last column: Löwdin charge in e.
Cartesian coordinates (Å):
C (1.01, 0.08, 0.27)  -0.177
C (1.87, -0.56, -0.75)  -0.109
C (-0.46, -0.39, 0.28)  -0.375
N (-1.29, 0.33, 1.21)  -0.008
C (-2.69, 0.02, 1.42)  -0.089
O (-0.94, -1.33, -0.36)  -0.035
H (0.91, 1.13, -0.24)  0.093
H (1.47, 0.07, 1.25)  0.068
H (2.92, -0.41, -0.70)  0.055
H (1.70, -1.65, -0.84)  0.090
H (1.66, -0.29, -1.85)  0.098
H (-0.76, 0.89, 1.98)  0.131
H (-2.75, 0.11, 2.57)  0.107
H (-2.91, -0.98, 1.05)  0.059
H (-3.45, 0.71, 0.99)  0.091
H (2.52, 2.48, 0.30)  -0.049
H (3.32, 2.25, -0.86)  0.035
O (3.41, 2.39, 0.08)  -0.023
H (-1.08, -1.17, 3.53)  0.046
H (0.25, -1.53, 2.91)  0.036
O (-0.18, -0.79, 3.47)  -0.107
H (-1.00, -2.50, -2.75)  -0.109
H (-0.76, -2.88, -1.32)  0.025
O (-1.14, -3.16, -2.18)  -0.041
H (4.67, -0.24, 1.22)  0.073
H (3.70, 0.99, 0.91)  -0.009
O (3.78, 0.13, 1.38)  -0.103
H (-0.22, -3.16, 2.01)  -0.015
H (-1.26, -2.93, 0.88)  0.046
O (-1.14, -3.15, 1.84)  -0.041
H (-2.75, -0.93, -0.88)  0.005
H (-3.52, -2.19, -1.32)  0.065
O (-3.64, -1.29, -1.02)  -0.064
H (-3.62, -0.04, -2.32)  0.045
H (-3.93, 1.32, -3.14)  0.036
O (-3.28, 0.68, -2.93)  -0.069
H (0.54, 1.20, 3.88)  0.016
H (1.61, 2.14, 3.32)  0.053
O (0.75, 1.75, 3.15)  -0.040
H (1.00, 3.53, 1.34)  0.057
H (0.16, 2.52, 0.47)  -0.002
O (0.90, 3.08, 0.52)  -0.017
H (2.30, -1.19, 2.16)  0.114
H (2.33, -2.59, 2.89)  0.070
O (1.90, -2.21, 2.09)  -0.118
H (-1.95, 1.96, -1.93)  0.077
H (-0.91, 1.08, -2.85)  0.103
O (-0.93, 1.89, -2.12)  -0.161
H (1.60, 3.16, -2.65)  0.068
H (1.11, 1.81, -1.95)  -0.002
O (1.90, 2.30, -2.31)  -0.071
H (-0.33, -0.97, -4.57)  0.096
H (-1.59, -0.44, -3.81)  0.020
O (-0.83, -1.02, -3.73)  -0.045

Results
HOMO: -9.46 eV
lowest unoccupied orbital energy: 0.16 eV

=====

[3]
Entry from OMol25: a 14-piece molecular cluster, C4H35NO14 overall in a non-equilibrium geometry (ωB97M-V with the def2-TZVPD basis set).

Last column: Löwdin charge in e.
Cartesian coordinates (Å):
C (0.40, -3.03, -1.07)  0.022
C (0.38, -1.57, -0.75)  -0.525
N (1.02, -1.07, 0.34)  0.077
C (2.15, -1.81, 1.01)  -0.206
C (3.49, -1.52, 0.39)  -0.088
O (-0.35, -0.80, -1.36)  -0.029
H (0.14, -3.63, -0.19)  0.093
H (-0.32, -3.22, -1.90)  0.114
H (1.37, -3.33, -1.38)  0.071
H (1.12, -0.09, 0.42)  0.084
H (1.91, -2.95, 1.03)  0.143
H (2.13, -1.50, 2.09)  0.123
H (4.28, -2.02, 0.86)  0.050
H (3.71, -0.42, 0.38)  0.082
H (3.52, -1.91, -0.68)  0.091
H (0.82, 2.38, 0.59)  0.036
H (1.48, 1.60, 1.78)  0.024
O (1.66, 1.89, 0.86)  -0.110
H (-3.31, -0.44, -2.16)  0.047
H (-1.98, -1.28, -1.72)  0.046
O (-3.00, -1.27, -1.66)  -0.118
H (-2.20, 0.94, 3.02)  0.031
H (-2.51, 0.63, 1.54)  0.032
O (-2.18, 1.36, 2.12)  -0.101
H (2.30, 1.44, -0.62)  0.045
H (3.71, 1.51, -1.38)  0.078
O (2.79, 1.27, -1.49)  -0.075
H (-0.96, 2.57, -0.36)  -0.005
H (-1.37, 2.49, 1.08)  0.010
O (-0.76, 2.97, 0.49)  -0.068
H (1.84, 2.05, -2.67)  -0.002
H (1.34, 3.45, -3.14)  0.034
O (1.18, 2.54, -3.19)  -0.017
H (2.33, -0.31, -2.11)  -0.039
H (1.54, -1.05, -3.18)  0.112
O (2.11, -1.18, -2.37)  -0.055
H (-0.51, -1.66, 1.85)  0.010
H (-2.01, -1.62, 1.85)  0.011
O (-1.25, -1.94, 2.37)  -0.038
H (-0.76, 0.23, 4.38)  -0.032
H (-1.49, -0.88, 3.65)  0.033
O (-1.59, -0.10, 4.27)  -0.050
H (-3.13, -0.95, -0.11)  0.010
H (-4.09, -0.92, 1.11)  0.089
O (-3.16, -0.79, 0.87)  -0.065
H (-0.29, 2.07, -2.46)  0.029
H (-0.69, 0.80, -1.62)  0.058
O (-1.01, 1.74, -1.88)  -0.105
H (-0.56, 1.42, 2.65)  0.012
H (0.30, 2.35, 3.54)  0.079
O (0.31, 1.49, 3.12)  -0.057
H (-3.98, 1.63, -2.62)  0.025
H (-2.53, 1.42, -2.67)  -0.011
O (-3.36, 1.05, -2.95)  -0.003

Results
HOMO: -10.47 eV
lowest unoccupied orbital energy: 0.31 eV

=====

[4]
Entry from OMol25: a 14-piece molecular cluster, C4H35NO15 overall in a non-equilibrium geometry (ωB97M-V with the def2-TZVPD basis set).

Last column: Löwdin charge in e.
Cartesian coordinates (Å):
C (1.07, -1.94, -1.21)  -0.107
N (-0.10, -1.10, -1.03)  -0.034
C (0.16, 0.21, -0.38)  -0.286
C (0.98, 1.13, -1.28)  -0.181
O (0.88, 2.50, -0.90)  -0.083
C (0.62, 0.07, 1.02)  -0.171
O (1.77, 0.19, 1.37)  0.020
H (1.04, -2.93, -0.76)  0.095
H (1.33, -2.14, -2.25)  0.054
H (2.01, -1.49, -0.87)  0.067
H (-0.83, -1.48, -0.44)  0.082
H (-0.87, 0.61, -0.32)  0.148
H (0.59, 1.13, -2.30)  0.118
H (2.01, 0.77, -1.32)  0.110
H (0.91, 2.72, 0.06)  0.047
H (-0.22, -0.31, 1.64)  0.101
H (0.20, 1.60, 4.07)  0.018
H (1.51, 0.76, 4.03)  0.037
O (1.17, 1.65, 4.05)  -0.048
H (4.81, 0.38, 0.68)  0.036
H (3.34, -0.15, 0.75)  -0.020
O (4.24, -0.36, 0.44)  -0.065
H (1.99, -1.39, 2.61)  0.009
H (2.55, -2.20, 1.55)  0.014
O (2.25, -2.31, 2.47)  -0.059
H (-2.16, -0.69, -4.05)  0.051
H (-1.69, -0.46, -2.52)  0.031
O (-2.26, -0.95, -3.13)  -0.050
H (-3.73, -0.89, -1.95)  0.008
H (-4.90, -0.17, -1.28)  0.058
O (-4.41, -1.00, -1.25)  -0.067
H (0.74, 2.77, 2.41)  0.022
H (2.20, 3.09, 2.19)  0.061
O (1.35, 3.13, 1.75)  -0.046
H (-1.92, 2.68, 0.99)  0.007
H (-2.90, 2.91, 2.18)  0.063
O (-2.07, 2.50, 1.94)  -0.061
H (3.09, -0.25, -3.46)  0.031
H (4.02, -0.97, -2.33)  0.044
O (3.24, -1.01, -2.89)  -0.071
H (-2.00, -1.88, 1.68)  0.034
H (-1.10, -2.79, 2.69)  0.084
O (-1.20, -1.95, 2.22)  -0.056
H (-3.66, -2.41, -0.44)  0.013
H (-2.76, -3.50, -0.71)  0.059
O (-2.89, -2.85, -0.01)  -0.074
H (0.39, -1.07, -3.58)  0.009
H (0.41, -0.71, -5.02)  0.047
O (0.90, -0.54, -4.21)  -0.048
H (-2.30, 3.73, -1.25)  0.063
H (-0.94, 3.05, -0.75)  0.029
O (-1.92, 3.01, -0.74)  -0.052
H (-1.88, 1.20, 3.13)  -0.001
H (-1.65, -0.36, 3.10)  0.001
O (-1.43, 0.45, 3.58)  -0.090

Results
HOMO: -9.33 eV
lowest unoccupied orbital energy: -0.06 eV

=====

[5]
Entry from OMol25: a 14-piece molecular cluster, C4H36N2O14 overall in a non-equilibrium geometry (ωB97M-V with the def2-TZVPD basis set).

Last column: Löwdin charge in e.
Cartesian coordinates (Å):
C (0.48, 0.65, -0.29)  -0.152
N (0.58, 2.11, 0.09)  0.078
C (1.10, 2.55, 1.26)  -0.638
N (1.14, 1.67, 2.29)  0.174
O (1.46, 3.74, 1.36)  -0.026
C (1.84, 0.10, -0.79)  -0.232
C (2.10, 0.37, -2.27)  -0.122
H (-0.26, 0.52, -1.13)  0.103
H (0.15, 0.12, 0.60)  0.072
H (0.52, 2.63, -0.76)  0.087
H (1.52, 2.03, 3.17)  0.109
H (0.94, 0.70, 2.55)  0.079
H (2.70, 0.43, -0.22)  0.108
H (1.77, -1.01, -0.67)  0.061
H (3.00, 0.05, -2.80)  0.074
H (1.40, -0.20, -2.90)  0.054
H (1.83, 1.42, -2.47)  0.052
H (2.35, -2.37, 3.11)  0.033
H (3.61, -3.16, 3.09)  0.033
O (3.26, -2.34, 2.70)  -0.149
H (3.32, 4.41, -1.64)  0.037
H (1.98, 3.95, -1.19)  0.005
O (2.69, 3.70, -1.80)  -0.066
H (-2.21, -1.04, 1.10)  0.002
H (-3.08, 0.37, 1.35)  0.003
O (-2.47, -0.31, 1.67)  -0.090
H (-2.13, -2.51, -1.09)  0.008
H (-0.95, -3.40, -1.32)  0.013
O (-1.83, -3.22, -1.67)  -0.091
H (-1.49, 5.34, -0.08)  0.071
H (-0.08, 4.82, 0.36)  0.036
O (-0.78, 4.71, -0.30)  -0.069
H (-1.40, -4.32, 1.29)  -0.012
H (-2.98, -4.33, 0.94)  0.030
O (-2.17, -3.82, 0.94)  -0.097
H (-0.45, -2.91, -3.02)  0.002
H (0.91, -3.49, -3.54)  0.028
O (0.50, -2.74, -3.10)  -0.083
H (-2.64, 1.75, 0.14)  0.011
H (-3.96, 1.61, -0.54)  0.039
O (-3.59, 1.80, 0.33)  -0.080
H (2.64, -2.57, 0.88)  0.030
H (1.70, -2.22, -0.15)  -0.010
O (1.80, -2.94, 0.51)  -0.118
H (-2.09, 1.48, -2.66)  -0.006
H (-2.06, 0.31, -1.79)  -0.007
O (-2.64, 0.72, -2.45)  -0.089
H (0.16, -4.45, 2.64)  0.026
H (0.62, -4.09, 1.17)  -0.013
O (0.26, -4.79, 1.75)  -0.109
H (-1.01, -0.44, 3.05)  -0.032
H (-1.45, -0.96, 4.40)  0.022
O (-0.67, -0.89, 3.84)  -0.131
H (-1.50, 3.86, -1.47)  0.007
H (-2.39, 3.47, -2.66)  0.053
O (-2.08, 3.12, -1.81)  -0.119

Results
HOMO (spin up / spin down): 0.46 / -7.28 eV
spin multiplicity: 2
<S²>: 0.75
total charge: -1
lowest unoccupied orbital energy (spin up / spin down): 2.34 / 2.36 eV

=====

[6]
Entry from OMol25: a 14-piece molecular cluster, C4H36N2O14S overall in a non-equilibrium geometry (ωB97M-V with the def2-TZVPD basis set).

Last column: Löwdin charge in e.
Cartesian coordinates (Å):
C (0.34, 0.36, -0.64)  -0.021
N (-0.47, 1.02, -1.73)  0.171
C (-1.14, 0.11, -2.71)  -0.257
C (-0.09, -0.32, -3.69)  -0.442
S (-0.04, 0.31, -5.47)  0.791
C (-1.83, -1.06, -2.02)  -0.385
N (-2.80, -0.86, -0.99)  0.167
O (-1.70, -2.25, -2.35)  0.107
H (0.58, 1.20, 0.04)  0.091
H (1.23, -0.31, -0.85)  0.136
H (-0.29, -0.28, 0.00)  0.064
H (0.08, 1.79, -2.09)  0.150
H (-1.96, 0.74, -3.03)  0.168
H (1.00, -0.36, -3.32)  0.119
H (-0.47, -1.36, -4.12)  0.118
H (0.64, 1.38, -5.25)  -0.194
H (-3.34, -1.55, -0.67)  0.081
H (-3.37, -0.06, -0.89)  0.056
H (-1.19, 3.31, 2.94)  0.030
H (-2.49, 3.55, 2.37)  0.048
O (-1.88, 2.81, 2.42)  -0.076
H (-1.95, 3.68, -0.45)  0.008
H (-1.38, 5.04, -0.90)  0.048
O (-1.73, 4.22, -1.24)  -0.048
H (0.37, 2.43, 4.08)  -0.034
H (-0.38, 3.43, 4.85)  0.121
O (0.35, 3.36, 4.15)  -0.041
H (-0.19, -2.26, 1.58)  0.005
H (-1.59, -2.11, 0.94)  0.002
O (-0.83, -2.73, 1.05)  -0.059
H (2.25, 2.06, 0.94)  0.067
H (2.35, 2.18, -0.68)  0.102
O (2.74, 1.76, 0.16)  -0.073
H (-2.49, 1.40, -0.04)  -0.062
H (-3.36, 2.48, -0.61)  0.076
O (-3.33, 1.58, -0.24)  0.012
H (2.16, -0.87, 5.70)  0.033
H (1.24, -1.78, 4.95)  -0.009
O (1.82, -1.73, 5.68)  0.005
H (4.61, -0.67, -1.43)  0.034
H (3.59, -0.66, -0.28)  -0.038
O (3.71, -0.69, -1.19)  -0.021
H (2.44, 0.03, 0.78)  -0.029
H (2.17, -1.16, 1.69)  0.027
O (2.17, -0.85, 0.80)  -0.036
H (-2.45, 0.11, 1.68)  0.069
H (-1.85, -0.39, 0.67)  0.024
O (-1.73, -0.55, 1.68)  -0.114
H (1.67, -3.12, -0.75)  0.083
H (3.02, -3.94, -0.79)  -0.088
O (2.39, -3.68, -0.30)  0.012
H (-0.52, 1.18, 3.52)  -0.021
H (-0.71, -0.36, 3.59)  0.039
O (-0.08, 0.35, 3.70)  -0.035
H (2.60, -3.58, 2.73)  0.048
H (2.21, -2.78, 4.14)  0.056
O (2.54, -2.73, 3.17)  -0.084

Results
HOMO (spin up / spin down): -13.04 / -12.91 eV
spin multiplicity: 2
<S²>: 0.76
total charge: +1
lowest unoccupied orbital energy (spin up / spin down): -3.43 / -7.94 eV

=====

no.,molecular weight (g mol⁻¹)
1,367.4
2,321.3
3,321.3
4,337.3
5,336.3
6,368.4